(1)
Density functional theory data (the ωB97M-V functional and the def2-TZVPD basis) for C30H22Cl2N3PRhS as an isolated structure.

Structure (XYZ):
```
60
Properties=species:S:1:pos:R:3:lowdin_charge:R:1
Rh 0.024 0.107 -0.010 0.458
N 2.484 -1.575 0.561 -0.058
P 2.277 -0.042 -0.160 0.974
C 2.854 -0.241 -1.853 -0.324
C 1.902 -0.336 -2.866 -0.111
C 2.301 -0.566 -4.172 -0.057
C 3.649 -0.708 -4.464 -0.055
C 4.601 -0.628 -3.455 -0.057
C 4.209 -0.397 -2.147 -0.074
C 3.491 0.933 0.737 -0.343
C 4.140 1.989 0.095 -0.090
C 5.032 2.780 0.797 -0.048
C 5.280 2.527 2.141 -0.050
C 4.634 1.481 2.783 -0.058
C 3.739 0.684 2.084 -0.084
C 1.541 -2.486 0.146 -0.364
C 1.703 -3.867 0.211 0.014
C 0.738 -4.672 -0.350 -0.024
C -0.358 -4.093 -0.987 -0.037
C -0.473 -2.726 -0.976 -0.149
N 0.447 -1.928 -0.401 -0.115
H 3.296 -1.870 1.077 0.124
H 0.857 -0.234 -2.588 0.080
H 1.564 -0.636 -4.961 0.113
H 3.964 -0.885 -5.484 0.114
H 5.651 -0.743 -3.690 0.114
H 4.953 -0.331 -1.362 0.113
H 3.940 2.199 -0.949 0.116
H 5.532 3.599 0.297 0.117
H 5.976 3.149 2.687 0.115
H 4.821 1.286 3.831 0.114
H 3.213 -0.107 2.607 0.108
H 2.590 -4.278 0.674 0.123
H 0.842 -5.748 -0.310 0.123
H -1.126 -4.689 -1.457 0.118
H -1.321 -2.225 -1.418 0.115
Cl -1.804 1.735 0.034 0.843
C -3.288 0.901 0.440 -0.603
C -4.503 1.516 0.235 -0.089
C -5.645 0.810 0.584 -0.062
C -5.545 -0.464 1.118 -0.092
C -4.303 -1.050 1.310 -0.682
Cl -4.205 -2.634 1.989 0.698
C -3.128 -0.369 0.977 -0.685
S -1.546 -1.025 1.300 0.699
H -4.558 2.509 -0.189 0.115
H -6.619 1.254 0.431 0.116
H -6.432 -1.019 1.389 0.113
N 2.063 7.234 -0.503 0.178
C 1.797 6.117 -0.463 -0.172
C 1.479 4.717 -0.406 -0.217
C 1.405 4.074 0.830 -0.008
C 1.149 2.717 0.879 -0.144
C 0.923 2.000 -0.293 -0.414
C 0.973 2.648 -1.520 -0.113
C 1.259 4.005 -1.582 -0.008
H 1.570 4.635 1.740 0.131
H 1.125 2.216 1.840 0.115
H 0.798 2.106 -2.439 0.098
H 1.309 4.514 -2.535 0.128
```

Properties
- lowest unoccupied orbital energy (spin up / spin down) (eV) = -3.869 / -3.870
- ΔE to the lowest compared entry with this formula, charge and spin (eV) = 1.258
- charge = +1
- frontier orbital gap (spin up / spin down) (eV) = 6.77 / 6.76

(2)
Density functional theory data (the ωB97M-V functional and the def2-TZVPD basis) for C50H56AsN4O3PbTe as an isolated structure in a non-equilibrium geometry.

Structure (XYZ):
```
116
Properties=species:S:1:pos:R:3:lowdin_charge:R:1
Pb -0.202 -0.451 -0.089 1.294
C -1.669 -2.679 -3.223 -0.027
C -0.324 -2.884 -2.526 -0.214
C 0.753 -2.114 -2.839 -0.241
C 0.590 -1.041 -3.910 -0.038
C 1.997 -2.520 -2.287 -0.188
C 3.224 -1.759 -2.694 -0.041
C 2.058 -3.536 -1.323 -0.184
C 3.317 -3.958 -0.665 -0.037
C 0.860 -4.136 -0.870 -0.184
C 0.758 -5.263 0.106 -0.038
C -0.348 -3.723 -1.394 -0.206
C -1.685 -4.146 -0.832 -0.026
H -1.516 -2.568 -4.294 0.087
H -2.107 -1.772 -2.893 0.057
H -2.308 -3.545 -3.090 0.085
H 0.721 -1.459 -4.877 0.089
H 1.168 -0.134 -3.850 0.042
H -0.460 -0.728 -3.833 0.055
H 3.629 -1.031 -1.974 0.090
H 3.089 -1.219 -3.666 0.088
H 4.044 -2.422 -2.887 0.066
H 4.243 -3.536 -1.040 0.074
H 3.473 -5.018 -0.643 0.079
H 3.268 -3.682 0.393 0.089
H 1.162 -6.157 -0.448 0.124
H -0.211 -5.599 0.389 0.052
H 1.357 -5.194 0.967 0.054
H -1.469 -4.177 0.260 0.061
H -1.993 -5.109 -1.197 0.104
H -2.445 -3.433 -1.085 0.062
N -1.597 1.270 0.896 -0.046
N -2.989 0.891 0.723 0.031
C -3.345 -0.101 -0.220 -0.745
O -4.490 -0.319 -0.540 0.080
O -2.299 -0.764 -0.620 -0.332
H -1.406 1.373 1.832 0.043
H -1.412 2.156 0.464 0.040
H -3.716 1.594 0.944 0.157
C -3.215 -2.760 1.877 -0.430
Te -1.475 -1.916 2.757 1.298
C -0.766 -3.937 2.917 -0.414
C -1.954 -4.803 2.572 -0.269
C -1.928 -6.185 2.874 -0.059
C -3.043 -6.936 2.772 -0.096
C -4.227 -6.315 2.477 -0.067
C -4.354 -4.952 2.209 -0.012
C -3.210 -4.192 2.198 -0.312
H -3.220 -2.607 0.809 0.032
H -4.140 -2.354 2.346 0.092
H -0.533 -4.011 3.974 0.041
H 0.220 -4.141 2.502 0.043
H -0.971 -6.636 3.112 0.120
H -2.955 -8.057 2.985 0.142
H -5.116 -6.862 2.477 0.090
H -5.264 -4.444 2.072 0.109
C -3.266 3.977 -5.632 -0.102
C -2.124 4.669 -5.432 -0.092
C -1.151 4.128 -4.637 -0.072
C -1.418 2.823 -4.044 -0.355
C -2.554 2.105 -4.382 -0.119
C -3.479 2.725 -5.165 -0.084
As -0.428 2.203 -2.465 1.313
C -0.806 3.787 -1.434 -0.383
C -2.123 3.935 -0.929 -0.147
C -2.488 5.012 -0.129 -0.102
C -1.539 5.913 0.260 -0.085
C -0.235 5.858 -0.304 -0.107
C 0.071 4.854 -1.130 -0.133
C 1.461 2.433 -2.978 -0.421
C 2.379 2.433 -1.905 -0.152
C 3.720 2.440 -2.189 -0.079
C 4.156 2.503 -3.580 -0.059
C 3.214 2.516 -4.608 -0.070
C 1.836 2.497 -4.294 -0.126
H -3.930 4.510 -6.296 0.116
H -1.846 5.576 -5.956 0.118
H -0.242 4.615 -4.510 0.082
H -2.655 1.119 -4.002 0.086
H -4.339 2.235 -5.584 0.114
H -2.934 3.316 -1.271 0.100
H -3.590 5.080 0.088 0.130
H -1.880 6.876 0.731 0.124
H 0.445 6.677 0.001 0.123
H 1.036 4.894 -1.609 0.103
H 2.031 2.329 -0.790 0.114
H 4.451 2.354 -1.349 0.115
H 5.222 2.500 -3.744 0.095
H 3.498 2.492 -5.685 0.120
H 1.047 2.489 -5.034 0.095
C 3.546 2.933 5.130 0.007
N 2.428 2.895 4.194 -0.089
N 2.365 1.756 3.371 0.047
C 1.716 2.158 2.206 -0.384
O 1.258 1.350 1.360 -0.170
C 1.605 3.594 2.207 0.079
C 2.042 3.978 3.404 -0.264
C 2.032 5.285 4.057 -0.007
C 1.961 0.595 4.038 -0.237
C 2.517 -0.629 3.755 -0.027
C 2.297 -1.701 4.585 -0.072
C 1.307 -1.627 5.587 -0.074
C 0.647 -0.424 5.724 -0.110
C 0.927 0.676 4.983 -0.015
H 3.826 3.953 5.406 0.092
H 4.427 2.374 4.702 0.120
H 3.241 2.383 6.005 0.082
H 1.118 4.190 1.420 0.116
H 1.297 5.906 3.557 0.091
H 2.944 5.869 4.189 0.101
H 1.613 5.136 5.026 0.087
H 3.202 -0.684 2.863 0.145
H 3.005 -2.514 4.496 0.110
H 1.248 -2.529 6.182 0.112
H -0.185 -0.463 6.402 0.111
H 0.506 1.675 5.045 0.129
```

Properties
- lowest unoccupied orbital energy (eV) = -2.310
- ΔE to the lowest compared entry with this formula, charge and spin (eV) = 3.425
- charge = +1
- frontier orbital gap (eV) = 7.98